Record 1
Density functional theory data (ωB97M-V/def2-TZVPD) for the molecule C3H9N3O in a non-equilibrium geometry.

Calculated values
SMILES: NCNCC(N)=O
HOMO: -8.52 eV
Orbital gap: 9.435 eV
ΔE to the lowest compared entry with this formula, charge and spin: 176.1 kJ/mol
LUMO energy: 0.0335 hartree
Net charge: 0
Calculated total energy: -9773.7143 eV

Geometry as XYZ:
```
16
C3H9N3O, DFT ωB97M-V/def2-TZVPD
N -2.24 -0.49 -1.51
C -1.10 -1.34 -1.18
N -0.37 -0.86 -0.06
C 0.55 0.25 -0.50
C 1.02 0.73 0.89
N 2.27 0.45 1.32
O 0.23 1.49 1.44
H -2.95 -0.32 -0.81
H -2.22 0.16 -2.27
H -1.57 -2.33 -1.01
H -0.64 -1.47 -2.18
H -0.81 -0.59 0.81
H 1.28 0.01 -1.30
H -0.09 1.09 -0.79
H 2.25 0.25 2.31
H 3.05 0.22 0.74
```

natural (NBO) atomic charge list, values in e, 5 entries:
1. N -0.905
2. C -0.063
3. N -0.651
4. C -0.329
5. C 0.672


Record 2
Density functional theory data (ωB97M-V/def2-TZVPD) for the ion C3H3N2S2 with charge -1 in a non-equilibrium geometry.

Calculated values
SMILES: [S-]/C=N\C#CNS
HOMO (alpha / beta): -3.28 / -3.28 eV
Orbital gap (alpha / beta): 6.248 / 6.248 eV
ΔE to the lowest compared entry with this formula, charge and spin: 334.6 kJ/mol
LUMO energy (alpha / beta): 0.1091 / 0.1091 hartree
Net charge: -1
Calculated total energy: -27807.4182 eV

Geometry as XYZ:
```
10
C3H3N2S2, DFT ωB97M-V/def2-TZVPD
S 3.94 0.66 -0.09
C 2.57 1.48 0.16
N 1.33 1.17 -0.10
C 0.34 0.42 -0.22
C -0.56 -0.49 -0.34
N -1.52 -1.31 -0.28
S -3.54 -0.78 0.19
H 2.77 2.44 0.60
H -1.93 -1.92 -1.00
H -3.40 -1.68 1.08
```

natural (NBO) atomic charge list, values in e, 5 entries:
1. S -0.331
2. C -0.108
3. N -0.473
4. C 0.196
5. C 0.033


Record 3
Density functional theory data (ωB97M-V/def2-TZVPD) for a cluster of 2 separate species, C8H11ClN2S in total in a non-equilibrium geometry.

Calculated values
SMILES: C=C(/C=C/C)SC=C=N.[H]/N=C\Cl
HOMO: -8.00 eV
Orbital gap: 8.482 eV
ΔE to the lowest compared entry with this formula, charge and spin: 0.5 kJ/mol
LUMO energy: 0.0177 hartree
Net charge: 0
Calculated total energy: -34806.3057 eV

Geometry as XYZ:
```
23
C8H11ClN2S, DFT ωB97M-V/def2-TZVPD
C -0.22 -1.87 -0.18
C 0.38 -0.78 -0.70
C 0.28 -0.29 -2.15
C -0.76 -0.66 -2.89
C -0.80 -0.34 -4.31
S 1.20 0.44 0.28
C 1.00 -0.29 2.00
C 1.78 -0.17 3.07
N 2.13 0.15 4.21
H -0.06 -2.05 0.86
H -0.66 -2.78 -0.60
H 1.03 0.48 -2.28
H -1.58 -1.38 -2.52
H -0.14 0.57 -4.41
H -0.66 -1.27 -4.94
H -1.77 -0.13 -4.66
H 0.18 -0.88 1.95
H 3.08 0.02 4.52
H -2.11 1.43 1.52
N -1.51 2.22 1.81
C -0.70 2.42 2.73
Cl -0.28 1.92 4.37
H 0.19 3.24 2.34
```

natural (NBO) atomic charge list, values in e, 5 entries:
1. C -0.470
2. C -0.158
3. C -0.264
4. C -0.122
5. C -0.654


Record 4
Density functional theory data (ωB97M-V/def2-TZVPD) for a cluster of 6 separate species, C35H29N2O11S in total in a non-equilibrium geometry.

Calculated values
HOMO: -11.07 eV
Orbital gap: 6.722 eV
LUMO energy: -0.1599 hartree
Net charge: +1
Calculated total energy: -73088.8179 eV

Geometry as XYZ:
```
78
C35H29N2O11S, DFT ωB97M-V/def2-TZVPD
O 5.14 -9.10 -1.82
C 5.96 -8.00 -1.80
C 6.61 -7.56 -3.11
C 6.92 -6.08 -2.89
C 5.81 -5.57 -1.94
N 5.22 -6.76 -1.28
N 3.79 -6.82 -1.13
C 3.10 -6.71 -2.15
S 2.20 -6.43 -3.36
H 5.33 -9.61 -2.61
H 6.80 -8.12 -1.11
H 7.55 -8.11 -3.14
H 6.00 -7.77 -3.99
H 7.90 -5.86 -2.49
H 6.89 -5.53 -3.82
H 5.14 -4.96 -2.54
H 6.18 -4.88 -1.19
H 5.53 -6.71 -0.31
C 4.66 -2.00 1.45
C 5.71 -2.68 0.99
C 6.64 -2.07 0.01
O 7.59 -2.70 -0.42
C 6.38 -0.68 -0.42
C 5.33 0.00 0.04
C 4.39 -0.61 1.01
O 3.42 -0.01 1.43
H 3.96 -2.43 2.16
H 5.92 -3.69 1.30
H 7.08 -0.26 -1.13
H 5.11 1.01 -0.27
C -1.95 2.56 2.93
C -2.15 1.25 2.76
C -1.10 0.38 2.16
O -1.29 -0.80 2.00
C 0.18 1.03 1.77
C 0.38 2.33 1.94
C -0.67 3.20 2.53
O -0.48 4.39 2.69
H -2.70 3.21 3.36
H -3.07 0.76 3.04
H 0.93 0.38 1.34
H 1.30 2.81 1.66
C -1.13 -4.16 0.50
C -2.26 -4.86 0.50
C -2.26 -6.34 0.47
O -3.28 -6.98 0.46
C -0.93 -7.03 0.44
C 0.20 -6.32 0.45
C 0.19 -4.84 0.47
O 1.23 -4.22 0.47
H -1.11 -3.08 0.52
H -3.23 -4.38 0.52
H -0.95 -8.11 0.42
H 1.17 -6.79 0.43
C -4.80 5.36 -0.23
C -4.65 4.87 0.99
C -3.82 5.56 2.00
O -3.68 5.12 3.12
C -3.15 6.83 1.60
C -3.30 7.32 0.37
C -4.13 6.63 -0.64
O -4.27 7.08 -1.76
H -5.40 4.88 -0.99
H -5.13 3.95 1.31
H -2.55 7.31 2.35
H -2.82 8.24 0.05
C -9.25 10.16 -0.11
C -8.74 9.19 0.65
C -7.58 8.40 0.19
O -7.10 7.52 0.88
C -7.01 8.71 -1.14
C -7.52 9.67 -1.90
C -8.68 10.48 -1.44
O -9.15 11.36 -2.13
H -10.10 10.75 0.21
H -9.14 8.95 1.63
H -6.16 8.11 -1.44
H -7.12 9.92 -2.87
```

Löwdin atomic charge list, values in e, 5 entries:
1. O 0.068
2. C -0.312
3. C -0.089
4. C -0.119
5. C -0.073


Record 5
Density functional theory data (ωB97M-V/def2-TZVPD) for a structure of composition C15H20Cl3N5O2PdS.

Calculated values
HOMO: -1.08 eV
Orbital gap: 5.640 eV
ΔE to the lowest compared entry with this formula, charge and spin: 70.8 kJ/mol
LUMO energy: 0.1677 hartree
Net charge: -2
Calculated total energy: -79306.7450 eV

Geometry as XYZ:
```
47
C15H20Cl3N5O2PdS, DFT ωB97M-V/def2-TZVPD
Pd -1.17 -0.30 0.09
Cl -0.91 5.92 -4.33
C -0.59 4.22 -3.94
C -0.29 3.85 -2.63
C -0.03 2.53 -2.34
Cl 0.33 2.14 -0.68
C -0.08 1.45 -3.29
O 0.12 0.25 -3.02
C -0.38 1.95 -4.61
Cl -0.44 0.76 -5.91
C -0.63 3.27 -4.94
H -0.27 4.59 -1.84
H -0.86 3.54 -5.96
C -0.59 -5.73 0.82
C -0.83 -4.36 1.44
C -2.20 -4.32 2.11
C 0.25 -4.06 2.49
N -0.90 -3.36 0.36
N 0.32 -3.01 -0.27
H -0.70 -6.52 1.57
H 0.42 -5.80 0.41
H -1.30 -5.91 0.01
H -2.27 -5.09 2.88
H -2.99 -4.49 1.37
H -2.38 -3.35 2.56
H 0.09 -4.67 3.38
H 0.22 -3.00 2.77
H 1.25 -4.29 2.11
H -1.23 -2.48 0.76
H 0.56 -3.67 -0.98
H 1.08 -2.87 0.39
O 0.58 0.31 4.37
S 0.14 0.48 2.97
N -0.32 -0.66 2.17
N -5.27 -2.39 0.88
C -4.51 -1.28 0.43
C -4.55 -0.07 1.14
C -3.74 0.96 0.72
N -2.98 0.94 -0.39
C -2.92 -0.24 -1.07
C -3.68 -1.37 -0.66
H -6.11 -2.11 1.36
H -5.50 -3.03 0.13
H -5.15 0.04 2.03
H -3.71 1.89 1.28
H -2.52 -0.20 -2.09
H -3.62 -2.28 -1.24
```

natural (NBO) atomic charge list, values in e, 5 entries:
1. Pd 0.299
2. Cl -0.097
3. C -0.118
4. C -0.249
5. C -0.130


Record 6
Density functional theory data (ωB97M-V/def2-TZVPD) for the ion C2H5N2 with charge +1 in a non-equilibrium geometry.

Calculated values
Multiplicity: 3
HOMO (alpha / beta): -13.01 / -18.00 eV
Orbital gap (alpha / beta): 7.822 / 9.639 eV
ΔE to the lowest compared entry with this formula, charge and spin: 171.1 kJ/mol
LUMO energy (alpha / beta): -0.1907 / -0.3072 hartree
Net charge: +1
Calculated total energy: -5121.0923 eV
Expectation value of S²: 2.011

Geometry as XYZ:
```
9
C2H5N2, DFT ωB97M-V/def2-TZVPD
C -0.83 1.09 -2.24
C 0.45 -0.59 0.52
N -0.76 0.63 -1.05
N -0.77 0.02 0.06
H -0.64 2.05 -2.65
H 1.11 -1.28 -0.15
H 0.96 0.35 0.81
H 0.20 -1.09 1.54
H -1.64 -0.36 0.50
```

natural (NBO) atomic charge list, values in e, 5 entries:
1. C 0.389
2. C -0.479
3. N -0.268
4. N -0.100
5. H 0.205


Record 7
Density functional theory data (ωB97M-V/def2-TZVPD) for the molecule C3H5NO2.

Calculated values
SMILES: [H]/N=C/OCC=O
HOMO: -9.75 eV
Orbital gap: 10.664 eV
ΔE to the lowest compared entry with this formula, charge and spin: 169.2 kJ/mol
LUMO energy: 0.0336 hartree
Net charge: 0
Calculated total energy: -8775.9414 eV

Geometry as XYZ:
```
11
C3H5NO2, DFT ωB97M-V/def2-TZVPD
H 2.48 0.65 1.02
N 1.57 0.22 0.87
C 1.39 0.05 -0.37
O 0.29 -0.53 -0.89
C -0.79 -0.74 0.01
C -1.65 0.52 0.02
O -1.17 1.63 0.01
H 2.06 0.31 -1.20
H -0.42 -0.97 1.03
H -1.32 -1.60 -0.38
H -2.76 0.38 0.01
```

natural (NBO) atomic charge list, values in e, 5 entries:
1. H 0.357
2. N -0.719
3. C 0.418
4. O -0.493
5. C -0.199


Record 8
Density functional theory data (ωB97M-V/def2-TZVPD) for a structure of composition C6H15N3PS2 in a non-equilibrium geometry.

Calculated values
HOMO (alpha / beta): -12.25 / -12.75 eV
Orbital gap (alpha / beta): 6.233 / 6.566 eV
ΔE to the lowest compared entry with this formula, charge and spin: 359.7 kJ/mol
LUMO energy (alpha / beta): -0.2212 / -0.2273 hartree
Net charge: +1
Calculated total energy: -41884.0299 eV

Geometry as XYZ:
```
27
C6H15N3PS2, DFT ωB97M-V/def2-TZVPD
C 3.96 0.55 -0.23
C 5.39 0.56 -0.41
C -4.04 0.87 -0.94
C -3.52 -1.51 0.20
C 1.60 0.53 2.41
C -3.21 -0.44 -0.91
N 3.37 0.72 0.82
N 2.10 0.44 1.01
N -1.84 -0.07 -0.91
P 1.08 0.15 -0.27
S 2.92 0.04 -1.59
S 0.43 -1.76 -0.02
H 5.70 1.18 -1.29
H 5.90 -0.41 -0.71
H 5.92 0.97 0.42
H -4.29 1.23 0.10
H -3.59 1.65 -1.46
H -5.01 0.54 -1.27
H -4.18 -2.30 -0.20
H -4.24 -1.06 0.81
H -2.67 -1.85 0.69
H 0.52 0.76 2.14
H 1.84 -0.49 2.82
H 2.17 1.28 2.89
H -3.64 -0.94 -1.85
H -1.53 0.42 -1.85
H -1.13 -1.05 -0.38
```

natural (NBO) atomic charge list, values in e, 5 entries:
1. C 0.175
2. C -0.697
3. C -0.592
4. C -0.624
5. C -0.398